Density functional theory data (ωB97M-V/def2-TZVPD) for a cluster of 14 separate species, C84H98N21O21 in total.

Geometry (Å):
O: 11.4203 16.1726 23.6156
O: 18.0751 16.4059 21.9792
O: 19.1560 20.3350 17.5821
O: 16.3446 15.2113 22.5186
O: 15.9201 12.2713 18.7187
O: 21.6105 16.3031 16.0644
O: 14.9593 12.8536 16.8772
O: 12.3310 14.9928 22.0536
O: 21.1592 20.7557 18.3050
O: 23.7927 17.1733 20.3715
O: 18.3384 14.2745 22.3323
O: 14.5094 21.9889 19.4232
O: 17.0639 13.2876 17.2330
O: 23.3404 15.2334 15.3830
O: 14.6221 20.4078 20.8925
O: 21.4392 14.8201 14.4521
O: 20.6853 18.8882 17.3504
O: 16.3570 20.9323 19.6627
O: 12.4793 17.1801 21.9931
O: 25.2256 17.0594 18.7152
O: 25.2104 18.7517 20.0967
N: 12.1043 16.0735 22.5598
N: 15.9654 12.8011 17.5953
N: 10.4655 12.4412 18.9285
N: 21.1444 18.1434 22.2507
N: 27.9723 4.2584 6.1093
N: 5.1163 19.6203 27.2723
N: 16.2635 10.8251 22.6884
N: 30.7043 19.0604 19.3789
N: 17.5969 15.2576 22.3372
N: 20.5008 24.9182 21.0974
N: 22.5043 13.9799 17.8310
N: 11.2880 20.3394 24.1966
N: 15.1454 21.0962 20.0111
N: 24.4932 18.8028 16.1300
N: 24.1635 9.8870 7.4326
N: 14.1431 21.0583 16.0262
N: 16.3793 16.7340 19.7687
N: 22.1398 15.4664 15.2303
N: 20.3327 20.0093 17.7337
N: 24.7815 17.6704 19.7192
N: 18.0918 15.4049 14.9100
C: 13.7632 20.0996 15.1892
C: 25.9305 8.4849 8.0204
C: 27.6965 6.6287 6.2072
C: 14.6408 19.0366 14.9798
C: 21.4424 24.4871 21.9352
C: 30.6427 18.5181 18.1688
C: 10.7081 19.1095 24.2514
C: 19.7926 24.0240 20.3560
C: 16.7626 15.3762 15.0639
C: 28.4469 19.6342 19.3528
C: 28.8919 3.1556 5.7604
C: 9.5342 18.9427 24.9759
C: 13.2393 22.1807 16.3983
C: 19.8492 22.7018 20.4006
C: 25.4539 17.8879 15.8574
C: 18.1747 17.7826 15.2787
C: 15.8934 19.0023 15.5264
C: 22.5328 15.1487 18.5746
C: 3.7969 19.4215 27.9363
C: 21.4165 13.2547 17.6285
C: 26.6727 4.0042 6.4911
C: 18.7957 15.5521 19.0401
C: 32.0270 19.1970 19.9985
C: 13.9234 11.5471 21.3356
C: 10.3843 12.3296 20.2858
C: 21.3087 16.6655 22.3447
C: 20.2000 13.7348 18.1092
C: 7.3058 20.5296 27.3516
C: 12.6966 11.9973 20.5591
C: 23.5003 11.2189 7.5179
C: 12.5938 20.3596 23.4745
C: 6.0236 20.3335 27.8867
C: 20.8471 20.7741 21.7126
C: 15.5909 11.9196 23.0397
C: 26.3947 6.3849 6.6813
C: 29.6597 19.6546 19.9841
C: 21.3306 15.6225 19.0181
C: 22.2715 18.9124 22.1554
C: 17.4014 10.3376 23.5374
C: 29.4907 18.5785 17.5033
C: 25.1818 9.6172 8.2554
C: 26.9848 19.0495 17.3863
C: 20.5147 26.3941 20.8606
C: 25.9083 5.0926 6.7650
C: 21.5476 23.1147 22.0651
C: 18.7364 14.0585 14.7727
C: 20.1319 14.9198 18.7481
C: 16.4969 15.3769 19.7049
C: 8.9597 20.0849 25.5076
C: 24.7127 19.7188 17.0622
C: 11.7096 12.3340 18.4041
C: 11.4658 12.1698 21.1521
C: 20.7110 22.2053 21.3796
C: 14.4280 12.2790 22.4167
C: 28.4422 5.4940 5.9740
C: 9.2283 12.6906 18.1448
C: 17.6925 14.7541 19.3780
C: 15.1442 17.3850 20.1656
C: 22.1551 20.1782 21.7399
C: 16.0927 16.6070 15.2011
C: 18.7756 16.5700 15.0287
C: 10.8061 21.3610 24.8306
C: 5.3907 19.0098 26.1188
C: 19.6992 20.0213 21.9743
C: 19.9344 18.6726 22.2090
C: 17.3920 17.4805 19.2756
C: 14.7238 10.4474 20.9039
C: 18.5551 16.8997 18.8665
C: 25.5539 7.5905 7.0459
C: 23.7759 13.3168 17.3496
C: 7.6128 19.9811 26.0934
C: 26.6682 18.0431 16.4651
C: 9.6267 21.2713 25.4653
C: 23.6571 9.0092 6.5363
C: 24.3617 7.8503 6.3170
C: 15.8422 10.1323 21.6379
C: 15.3229 20.9619 16.6830
C: 12.8234 12.0566 19.2002
C: 16.7755 17.8059 15.3464
C: 28.3172 19.0951 18.0991
C: 6.6451 19.0836 25.5617
C: 23.1835 18.8012 15.3877
C: 25.9280 19.9094 17.7219
C: 16.2239 19.9597 16.4168
H: 19.5847 14.1458 15.3526
H: 14.4225 9.9216 19.9611
H: 5.6874 20.7643 28.8627
H: 22.7601 9.4239 6.0636
H: 21.9744 25.1824 22.5549
H: 29.4704 2.7952 6.6122
H: 9.3713 12.5346 20.7140
H: 16.2810 14.4452 15.2018
H: 3.4933 20.3758 28.2854
H: 12.8289 20.3275 14.6390
H: 20.7380 16.4095 23.2190
H: 13.3562 23.0582 15.7813
H: 23.8135 13.3738 16.2705
H: 26.4555 2.9568 6.5951
H: 8.3800 12.2928 18.6848
H: 15.3558 17.7264 21.1468
H: 27.5521 19.9763 19.8188
H: 11.1940 12.1126 22.1942
H: 3.1129 18.9925 27.2532
H: 26.0470 20.8313 18.3208
H: 17.7342 13.6657 19.3870
H: 24.1104 11.8449 8.1561
H: 18.7249 20.3883 21.9387
H: 28.2654 2.3413 5.4196
H: 25.1602 17.0914 15.1584
H: 21.4494 26.5883 20.5044
H: 23.9342 20.4277 17.3331
H: 16.4603 9.2598 21.3974
H: 15.5585 14.8628 19.9503
H: 9.0453 18.0018 25.0257
H: 21.4506 12.3129 17.1295
H: 26.8061 8.3000 8.6939
H: 19.2113 24.6551 19.6456
H: 22.8127 17.8556 15.8378
H: 13.7101 11.8722 18.6485
H: 24.0901 7.1659 5.5453
H: 19.7622 26.5701 20.0532
H: 17.9479 9.5602 22.9725
H: 14.0485 13.2502 22.7555
H: 9.4017 12.2777 17.1906
H: 19.8461 16.5112 14.9802
H: 17.2338 18.5881 19.3082
H: 14.4206 18.3318 14.2204
H: 19.1142 17.9761 22.3694
H: 32.7400 19.6000 19.2980
H: 29.4831 5.6276 5.7461
H: 15.4274 21.6357 17.5318
H: 27.3865 17.2721 16.2269
H: 19.2358 17.6871 18.5486
H: 32.4423 18.3068 20.4616
H: 31.9770 19.9154 20.8531
H: 20.8001 16.2399 21.5288
H: 13.4130 20.3868 24.1743
H: 19.2988 13.1258 17.9866
H: 17.2134 20.0429 16.8341
H: 11.3684 22.2871 24.9181
H: 22.3281 16.3586 22.4316
H: 19.1975 22.1260 19.7375
H: 4.6207 18.3682 25.6800
H: 29.6550 3.4754 4.9573
H: 22.4833 11.2688 7.8912
H: 16.9044 9.8024 24.3447
H: 23.6213 11.5994 6.5380
H: 3.9669 18.7740 28.8050
H: 20.2052 26.8930 21.7673
H: 29.3490 18.3173 16.4195
H: 28.2400 7.6164 6.1699
H: 23.8656 12.3990 17.9132
H: 18.8584 18.5214 15.5131
H: 23.2423 18.3373 22.2654
H: 6.8177 18.5151 24.6495
H: 29.8816 20.0659 20.9784
H: 22.9948 20.8368 21.4943
H: 18.0509 13.2983 14.9577
H: 9.2686 22.2147 25.8569
H: 12.5952 21.2612 22.8591
H: 14.2277 16.7448 20.2227
H: 31.6028 18.1136 17.8249
H: 15.0344 16.4568 15.2048
H: 11.8565 12.6132 17.4088
H: 22.5132 19.5427 15.8944
H: 16.0270 12.4447 23.8439
H: 13.4361 22.4764 17.4253
H: 19.0947 13.9194 13.7711
H: 24.9759 4.8111 7.1648
H: 18.0225 11.1564 23.8095
H: 14.9942 18.2437 19.5366
H: 25.4289 10.3870 8.9545
H: 9.0797 13.7759 18.0937
H: 24.6311 13.8509 17.7559
H: 23.4551 15.6723 18.6631
H: 12.1997 21.9236 16.3026
H: 7.8918 21.2088 27.8569
H: 11.0954 18.3041 23.5558
H: 21.2374 16.6548 19.4634
H: 12.7602 19.4744 22.8497
H: 23.2579 18.7946 14.3230
H: 22.3320 22.6623 22.7296

Summary:
HOMO-LUMO gap	5.68	eV
calculated total energy	-5986.2493	Eh
charge	+7
LUMO energy	-11.330	eV
E_HOMO	-17.01	eV